Formula: C5H11O2
Source: the Open Molecules 2025 dataset
Level of theory: the ωB97M-V functional and the def2-TZVPD basis

As for the frontier orbital gap: 7.349 eV. Its HOMO energy is -0.138 hartree. The spin multiplicity is 1. Its total charge is -1.

Last column: Löwdin charge in e.
CARTESIAN COORDINATES (ANGSTROEM)
C -1.0394 1.6719 -0.6537  -0.207
C -2.1028 0.7284 -0.0254  -0.136
C -0.8286 1.6088 -2.1614  -0.777
O 0.3347 1.4842 -2.5981  -0.098
O -1.8729 1.7554 -2.8556  -0.110
H -1.4044 2.6607 -0.3963  0.092
H -0.1260 1.4282 -0.0999  0.074
H -3.0441 1.1314 -0.4457  0.061
H -2.1635 0.8353 1.0324  0.037
H -2.0534 -0.2854 -0.4401  0.067
C 2.4733 -1.7023 0.7865  -0.184
C 1.0763 -1.5736 1.3607  -0.175
H 3.1898 -1.1946 1.4778  0.074
H 2.7029 -2.7147 0.5873  0.039
H 2.6194 -1.1585 -0.1270  0.056
H 1.1279 -1.8607 2.4258  0.058
H 0.7506 -0.5366 1.2802  0.051
H 0.3602 -2.2780 0.8525  0.079


Formula: C5H11O2
Source: the Open Molecules 2025 dataset
Level of theory: the ωB97M-V functional and the def2-TZVPD basis

As for the frontier orbital gap (alpha / beta): 2.512 / 7.930 eV. Its expectation value of S² is 0.75. Its HOMO energy (alpha / beta) is 0.159 / -0.042 hartree. The spin multiplicity is 2. Its total charge is -2.

Last column: Löwdin charge in e.
CARTESIAN COORDINATES (ANGSTROEM)
C 1.4231 -1.4782 0.4640  -0.503
C 0.2601 -2.2593 1.0580  -0.308
H 2.0682 -1.2220 1.3023  -0.037
H 1.9158 -2.0939 -0.2963  -0.061
H 1.0173 -0.6765 -0.1438  0.022
H -0.4738 -1.6693 1.6049  0.048
H 0.6270 -3.0664 1.6798  -0.017
H -0.3551 -2.6371 0.2343  0.045
C -0.4449 1.7009 -0.1183  -0.241
C -0.0177 1.8740 -1.5672  -0.204
C -1.6702 0.8102 0.1341  -0.776
O -2.0205 -0.0247 -0.7292  -0.102
O -2.2065 0.9691 1.2678  -0.141
H 0.3237 1.1797 0.4618  0.075
H -0.5759 2.6471 0.4087  0.083
H -0.5805 2.7277 -1.9984  0.047
H -0.3117 1.0124 -2.1629  0.049
H 1.0217 2.2061 -1.5997  0.022


Calculated relative energy (zero: lowest compared OMol25 entry of this formula, charge and spin) in order - 0.554; 0.684 eV